Record 1
The following is a quantum chemistry calculation of a 7-piece molecular cluster, C33H78N2O7 overall in a non-equilibrium geometry, from the OMol25 dataset.

The geometry in ORCA input format:
```
! RIJCOSX wB97M-V def2-TZVPD def2/J DEFGRID3
* xyz 0 1
O 9.9758 -1.6897 -4.1367
O 0.4160 -0.7303 0.2506
O -7.8358 0.2661 -0.0944
O -6.9817 5.9538 -7.4356
O -3.0194 0.8525 7.5949
O 3.3506 6.7296 4.7578
O 6.0765 -7.0739 6.6690
N -7.7388 4.7393 -7.6061
N 6.1810 -6.0833 5.5947
C 5.2965 -4.9505 3.5268
C 3.8783 -5.2598 5.5552
C 7.5354 -6.1805 4.9925
C 7.8436 -7.6275 4.5263
C 6.6237 -5.1466 2.8628
C -9.3841 3.3392 -8.9822
C -7.8255 2.3211 -7.3287
C -1.0291 -0.3039 8.4878
C -7.6925 1.0010 1.0852
C 8.0079 -0.7933 -3.2820
C -6.3798 0.4596 1.7158
C 4.4293 -7.3177 4.1905
C 7.7616 -5.2320 3.8182
C 2.1775 -0.5528 -1.2495
C -8.6212 4.7258 -8.8180
C -7.7502 4.8982 -10.0982
C -5.6264 3.5000 -7.8023
C 3.7009 4.3991 4.3082
C -7.0011 3.5748 -7.1282
C -0.2349 -0.1083 -1.9898
C 8.5143 -5.7743 5.9784
C -1.4868 0.2072 5.9968
C -6.8811 3.8185 -5.6086
C 10.3203 -0.4284 -2.2064
C -8.9388 0.7268 1.9867
C 9.5160 -0.5443 -3.4733
C 4.9627 -5.9687 4.7579
C 1.8852 5.7881 3.1939
C -1.6203 0.6594 7.4221
C -8.4292 2.1680 -8.7145
C -9.6718 5.8048 -8.5636
C 0.8205 0.0870 -0.8822
C 2.6406 5.5264 4.4342
H 8.8709 -7.6509 4.1627
H -9.5035 6.8698 -8.4032
H 5.3732 -3.9391 3.9260
H 1.9833 5.2426 5.2560
H -9.7758 3.0581 -9.9598
H 4.4841 -4.9881 2.8011
H -7.4504 6.3890 -6.7197
H 0.1051 -1.5806 -0.0685
H 6.6340 -5.9763 2.1560
H -5.1332 4.4704 -7.8576
H -8.2246 5.3039 -10.9917
H -1.2289 0.3111 -1.8346
H 4.3268 4.2968 5.1947
H 4.5840 -8.1645 4.8592
H 8.1374 -4.9361 6.5646
H 10.1378 -1.2971 -1.5738
H 2.9322 -5.0945 5.0397
H 7.7613 -8.2346 5.4279
H 2.9858 -0.1633 -0.6307
H 4.9793 -7.5640 3.2822
H 7.4698 -0.6617 -4.2208
H -8.8706 1.2846 2.9206
H -10.4586 5.6888 -9.3090
H -7.5831 1.9924 0.6456
H 0.8869 1.1111 -0.5150
H 2.5336 6.0847 2.3695
H 10.2909 -1.4027 -4.9968
H -0.4577 -0.0956 5.8037
H 1.1453 6.5494 3.4413
H -6.5339 2.8790 -5.1788
H -6.8632 5.4948 -9.8850
H 7.8799 -1.8339 -2.9837
H -10.0705 5.5984 -7.5704
H -6.4591 -0.5234 2.1800
H 7.8856 -4.2507 4.2761
H 7.1775 -8.0249 3.7605
H -7.0197 1.5927 -7.4195
H -8.9484 -0.3390 2.2147
H 1.4451 4.8081 3.0094
H -6.0619 1.1965 2.4533
H 0.0684 0.4619 -2.8678
H 4.4495 4.6667 3.5624
H 3.3737 -7.2911 3.9202
H -1.2611 0.0358 9.4972
H 0.0319 -0.3567 8.2437
H -7.2819 3.9729 -10.4339
H -3.2283 1.4623 6.8835
H -7.9437 -0.6336 0.2227
H -9.8915 1.0699 1.5833
H 3.5346 6.6213 5.6938
H 4.2654 -4.3001 5.8976
H 9.8891 0.3749 -1.6090
H 5.4808 -6.6796 7.3103
H 8.6850 -5.5664 3.3455
H -7.8872 3.8767 -5.1932
H -2.1025 -0.6677 5.7881
H 11.3900 -0.2630 -2.3351
H 3.6459 -5.7855 6.4814
H 6.8972 -4.3052 2.2262
H 9.6026 0.4355 -3.9430
H -7.6953 2.0588 -9.5130
H -8.5203 2.1684 -6.5028
H -1.8340 0.9967 5.3303
H -5.6942 0.5223 0.8707
H -0.1513 -1.1400 -2.3317
H -1.1044 1.6194 7.4351
H -10.1744 3.2207 -8.2408
H 9.4711 -5.3588 5.6623
H -1.4986 -1.2865 8.5332
H -5.7331 3.1131 -8.8157
H -8.9454 1.2080 -8.7075
H 2.4175 -0.1643 -2.2392
H 8.8710 -6.5941 6.6020
H 7.6565 -0.0443 -2.5724
H 3.3931 3.4007 3.9972
H -5.0716 2.8593 -7.1169
H 2.0512 -1.6250 -1.3999
H -6.2877 4.6350 -5.1972
*
```

Properties
- E_tot: -1940.08383 Ha
- HOMO: -8.05 eV
- Molecular weight: 614.99 g mol⁻¹
- Orbital gap: 8.40 eV
- Energy relative to the best compared isomer or geometry (same formula, charge and spin): 112.3 kcal per mole

Record 2
The following is a quantum chemistry calculation of a 6-piece molecular cluster, C33H78NO18S overall in a non-equilibrium geometry, from the OMol25 dataset.

The geometry in ORCA input format:
```
! RIJCOSX wB97M-V def2-TZVPD def2/J DEFGRID3
* xyz -1 1
S 1.9325 -1.5650 7.2042
O -4.3993 2.5857 -0.7883
O -2.6877 -6.2766 -4.7910
O -4.5544 0.0841 -2.5722
O -7.2765 0.9164 -1.4232
O 3.7672 -4.2666 2.1611
O -0.8604 4.2922 1.8995
O 2.9864 7.4101 -5.3569
O 2.2809 -2.0591 5.8611
O -1.6960 -3.4292 -4.2119
O 1.5549 2.5150 2.5518
O 0.9581 5.5036 -3.4255
O -1.1706 1.1045 2.7847
O 1.3419 -2.7750 8.1738
O 0.7957 -0.5967 7.0813
O -1.0156 -5.4248 -1.9716
O 0.7720 -3.6292 2.2445
O 2.5089 -3.8516 -0.6138
O 3.9691 5.8763 -2.8867
N 5.5988 -3.1475 7.1599
C 1.6101 5.7475 -2.1881
C 0.3536 4.1668 1.1737
C -6.7092 -0.3853 -1.4786
C 0.7006 2.3442 3.6815
C -3.7788 2.3602 -2.0427
C -8.5033 0.9964 -2.1144
C -4.6393 1.4636 -2.9127
C -2.0035 -5.3912 -5.6658
C -2.4167 -3.7667 -3.0299
C -1.0956 5.6139 2.3320
C 3.2817 -0.6521 8.0373
C 3.3952 -4.8799 -0.1898
C 0.2062 4.3080 -3.4063
C 4.1522 6.6078 -5.2297
C -3.4588 2.8780 0.2284
C 3.0200 -3.1234 -1.7081
C 4.3849 -1.5328 8.6765
C -5.1978 -0.3213 -1.3692
C 3.1122 -3.0045 2.2506
C -0.0603 1.0335 3.6765
C 5.6143 -1.8221 7.7612
C 0.9165 2.7654 1.3102
C 1.8160 -3.0526 3.0336
C 2.8482 6.6000 -2.3914
C -0.2058 -4.2604 3.0411
C 0.2149 -5.5773 -1.2841
C 3.9224 5.4728 -4.2502
C -3.9522 -6.6522 -5.2892
C -1.5353 -0.1688 2.2939
C 3.1818 -5.2057 1.2772
C -1.0512 -4.4966 -4.8948
C 3.2878 8.7432 -5.7069
C -1.5263 -4.1071 -1.8501
H -3.6465 3.3332 -2.5342
H 1.3675 2.3400 4.5459
H -4.8809 0.2908 -0.5241
H -4.2580 1.5278 -3.9348
H 5.7856 -1.0099 7.0079
H -3.8511 -7.2238 -6.2186
H -8.8399 2.0316 -2.0782
H 3.9839 -2.6692 -1.4555
H 0.1587 2.0093 1.0990
H 0.5733 -6.5927 -1.4614
H 4.3807 6.1929 -6.2203
H 0.9017 6.2735 -1.5356
H 4.7478 4.7662 -4.3656
H -0.7199 -3.5316 3.6769
H 3.6905 -6.1508 1.4835
H -2.9793 -2.8654 -2.7732
H -0.4150 -5.0718 -4.2208
H 4.0258 -2.4915 9.0718
H -2.9287 3.8114 0.0133
H 1.5088 -2.0342 3.2974
H -4.0000 2.9859 1.1666
H 0.1300 4.3680 0.1166
H 1.0934 4.8940 1.5260
H -4.8384 -1.3364 -1.1827
H 4.4354 -4.5715 -0.3428
H -9.2585 0.3580 -1.6431
H -0.9318 -4.7271 2.3739
H 2.3541 9.3033 -5.7238
H -0.7056 -3.3822 -1.7973
H 3.1593 6.9703 -1.4117
H 1.8976 4.8018 -1.7136
H -7.1109 -0.9600 -0.6336
H 3.7514 8.7905 -6.6983
H -0.6959 -0.6394 1.7691
H 0.8479 3.4496 -3.1782
H 2.1249 -5.3546 1.5037
H 2.6350 7.4720 -3.0104
H 2.7839 -0.1102 8.8534
H 4.6089 -3.3627 7.0033
H 0.0268 3.1934 3.8010
H -0.3941 -4.0126 -5.6222
H 2.9699 -2.5629 1.2627
H -2.3522 -0.0334 1.5843
H 5.0014 7.2112 -4.8915
H 3.0031 4.9299 -4.4721
H 3.6598 0.0578 7.2936
H -2.7410 2.0585 0.3395
H -8.3755 0.7116 -3.1648
H -3.1451 -4.5552 -3.2220
H 3.1935 -5.7731 -0.7977
H 4.7607 -0.9629 9.5520
H -6.9835 -0.8866 -2.4131
H 0.9300 -2.3065 8.9031
H 6.5025 -1.8054 8.4334
H -2.1089 -4.0538 -0.9217
H -1.8742 -0.8171 3.1089
H 0.6159 0.2237 3.3820
H 0.0806 -5.4266 -0.2081
H 1.9691 -3.6238 3.9517
H 3.9500 9.1989 -4.9623
H -4.4347 -7.2764 -4.5385
H -5.6751 1.8037 -2.9351
H 1.7020 2.6513 0.5580
H -0.2723 5.9668 2.9627
H -2.7964 1.8923 -1.9061
H -2.7150 -4.7694 -6.2200
H -4.5793 -5.7698 -5.4591
H 0.2459 -5.0422 3.6612
H 0.9534 -4.8805 -1.6649
H 2.3144 -2.3251 -1.9376
H -1.2272 6.2867 1.4767
H 3.8030 -2.3580 2.7951
H -0.2192 4.1646 -4.3984
H 3.1296 -3.7681 -2.5888
H -0.6069 4.3706 -2.6745
H -1.4327 -6.0024 -6.3779
H -2.0074 5.6130 2.9278
H -0.4475 0.8250 4.6797
*
```

Properties
- E_tot: -3111.03056 Ha
- HOMO: -1.50 eV
- Molecular weight: 809.04 g mol⁻¹
- Orbital gap: 3.37 eV

Record 3
The following is a quantum chemistry calculation of C33H79AlFeN11O17P as an isolated structure in a non-equilibrium geometry, from the OMol25 dataset.

The geometry in ORCA input format:
```
! RIJCOSX wB97M-V def2-TZVPD def2/J DEFGRID3
* xyz 0 5
Fe 3.3588 0.5746 -3.2720
P 1.8087 2.1468 -2.6044
Al -0.0752 0.2857 -0.6426
O 0.6993 2.8066 -1.8187
O 3.4762 -1.5891 -3.2012
O -1.6898 -1.7714 -2.0383
O -3.7085 -5.1370 0.9625
O -6.2748 1.9919 0.6480
O 1.3426 0.8703 -3.3761
O 2.5942 -5.7619 4.2035
O -6.7156 -1.3537 -4.0729
O 3.0926 2.5993 -3.2946
O 2.5331 1.1990 -1.6532
O 7.9247 -1.0260 0.5166
O -1.9825 0.1278 1.4073
O 6.0756 3.4597 -0.6049
O -2.4753 1.5427 -2.0333
O -1.2676 2.9386 0.7991
O 1.1418 -2.2489 -0.3212
O 1.5469 1.6494 1.4266
N 2.3908 -3.7512 3.3178
N 5.8551 -0.3276 1.0141
N -1.5269 -3.2231 -3.7407
N -1.6137 5.2007 1.0494
N 4.5093 -3.2959 -2.1885
N -2.5842 -3.9675 2.4774
N 4.4088 4.9695 -0.1689
N -6.2440 0.1991 2.0257
N -2.1359 2.6149 -4.0477
N -5.5599 -2.2198 -2.3828
N 1.2757 2.6013 3.4016
C 3.0027 -4.9234 3.4150
C -1.8662 -2.3114 -4.8223
C 6.7469 -1.1917 0.6031
C -5.5920 -1.0796 2.3929
C 4.8149 3.7337 -0.5484
C -7.4790 0.5435 2.7309
C 2.9948 5.4042 -0.1578
C -1.8620 -3.2014 1.4470
C 5.2763 5.9459 0.4842
C -2.4731 -3.5445 3.9005
C -5.0844 -0.9176 -1.8816
C 1.7369 2.5734 2.1681
C 4.5059 -0.3902 0.5043
C -3.4974 -4.9050 2.1136
C 4.5607 -4.5365 -1.3838
C 3.1213 -2.6298 2.6404
C 0.7862 1.4342 4.1792
C -5.7396 0.9490 1.0303
C 1.3735 3.7757 4.2136
C 6.3090 0.9302 1.6994
C 3.3752 -2.6566 -2.5950
C -1.8659 3.9076 1.3498
C 1.3626 -3.2543 4.2701
C -1.5451 -2.9420 -2.4357
C -6.3631 -2.3253 -3.4438
C -1.7509 3.8517 -4.7549
C 5.8591 -2.9494 -2.7019
C -2.2133 2.5772 -2.6784
C -2.3194 1.5524 -4.9362
C -0.7460 5.6138 -0.0448
C -4.9389 -3.3605 -1.6476
C -2.1989 6.2242 1.9217
C -1.1784 -4.6293 -4.1994
H 1.7666 3.6039 5.2156
H -5.3009 -1.0913 3.4432
H 1.3127 1.3545 5.1302
H -1.9813 3.5797 -2.2869
H 3.8007 -0.0821 1.2762
H 4.0279 2.9940 -0.7619
H 0.8476 0.4442 3.7272
H -4.7004 -1.3596 1.8317
H -1.5260 -2.5936 -5.8186
H 4.7836 -5.3972 -2.0144
H -0.2700 1.5700 4.4117
H 6.5423 -2.5933 -1.9309
H -4.8079 0.5548 0.5958
H -1.4636 -3.1879 4.1053
H -2.9525 -2.2221 -4.8189
H 3.6706 -4.7343 -0.7867
H -8.1403 -0.2852 2.9842
H -4.0611 -0.8379 -1.5148
H -1.4220 6.2491 -0.6170
H 0.6750 -2.5664 3.7783
H 7.2777 0.7456 2.1637
H 4.1387 -1.3743 0.2130
H -0.6665 -5.2644 -3.4764
H -1.3647 1.6421 -5.4544
H -1.8394 0.6095 2.2452
H 0.8719 -3.0443 0.1779
H -1.6784 -3.7247 0.5087
H -0.8911 -2.9328 1.8633
H -1.2514 -3.8155 -1.8333
H 2.7505 6.4664 -0.1716
H 3.7206 -5.2406 2.6429
H -2.6693 -4.3575 4.5995
H -2.5391 0.5761 -4.5041
H 2.4332 -1.9549 2.1314
H 2.4582 -3.1704 -2.2672
H -3.2068 -2.7600 4.0857
H -0.3560 4.7745 -0.6206
H -1.5231 -1.2891 -4.6636
H 2.2378 3.5215 1.9179
H -3.8829 -3.4693 -1.8948
H -0.5450 -4.5329 -5.0812
H -5.4645 -4.3039 -1.7957
H 5.1407 5.9852 1.5650
H -2.0605 -5.1718 -4.5396
H 2.5610 5.0464 0.7760
H 5.6179 1.2293 2.4875
H -2.6653 4.2515 -5.1932
H 2.3326 4.9791 -0.9120
H 1.9763 4.5691 3.7718
H 6.4028 1.7585 0.9971
H -2.5353 3.7387 2.2074
H 6.2840 -2.1340 0.2717
H 3.7415 -3.0053 1.8266
H -6.1623 -1.9606 2.0986
H -2.3429 7.1944 1.4461
H 5.4229 -4.5289 -0.7169
H -5.0199 -3.2025 -0.5721
H -1.1440 3.6568 -5.6391
H -7.1165 0.7908 3.7287
H 4.4302 0.2102 -0.4023
H -3.0695 1.7179 -5.7095
H -5.1003 -0.2618 -2.7521
H 0.7686 -4.0310 4.7518
H 6.4022 -3.7389 -3.2213
H 1.9483 -2.6691 4.9790
H -1.6579 6.3868 2.8539
H 0.0230 6.3180 0.2729
H -8.0078 1.3951 2.3028
H 5.0432 6.9491 0.1274
H -5.7547 -0.5221 -1.1185
H 3.6806 -2.1884 3.4653
H 6.3230 5.7720 0.2347
H -6.7243 -3.3345 -3.6952
H -2.4643 -2.3442 1.1461
H 5.8610 -2.1351 -3.4265
H -1.4362 4.7163 -4.1705
H 0.4288 4.2886 4.3943
H -4.0147 -5.4870 2.8920
H -3.2172 5.8876 2.1161
*
```

Properties
- E_tot: -5033.42110 Ha
- HOMO (spin up / spin down): -7.28 / -7.40 eV
- Molecular weight: 1015.86 g mol⁻¹
- Orbital gap (spin up / spin down): 7.12 / 4.54 eV

Q: The lowest E_tot belongs to which entry?
A: C33H79AlFeN11O17P